Record 1
# C10H22BCl2N2O7P

A cluster of 3 separate species, C10H22BCl2N2O7P in total in a non-equilibrium geometry (wB97M-V/def2-TZVPD, OMol25).

Computed properties:
HOMO (eV): -8.576
Largest force on an atom (eV Å⁻¹): 3.2

Positions of all 45 atoms, in Å:
C: 2.92 2.11 2.79
C: 2.86 1.98 1.25
B: 1.36 2.12 0.77
O: 0.88 3.34 0.37
P: 0.24 0.59 0.62
C: 1.03 -0.74 1.67
C: 1.60 -2.00 0.91
C: 1.84 -1.83 -0.57
O: 1.07 -2.18 -1.47
O: 3.04 -1.18 -0.87
C: -1.38 0.87 1.52
Cl: -1.46 2.52 2.19
C: -2.70 0.47 0.78
C: -3.92 1.37 1.02
Cl: -2.53 0.32 -1.01
H: 3.79 2.70 3.09
H: 2.03 2.61 3.20
H: 3.02 1.13 3.28
H: 3.46 2.78 0.80
H: 3.34 1.05 0.93
H: 1.60 3.91 0.09
H: 0.26 -1.12 2.35
H: 1.81 -0.31 2.29
H: 0.90 -2.84 1.01
H: 2.54 -2.28 1.39
H: 3.70 -1.82 -1.15
H: -1.32 0.21 2.39
H: -2.95 -0.55 1.10
H: -3.93 2.20 0.31
H: -4.83 0.78 0.84
H: -3.95 1.74 2.04
C: 1.59 0.52 -3.53
N: 2.04 1.94 -3.52
O: 2.83 2.27 -2.66
O: 1.59 2.67 -4.36
H: 2.07 0.00 -2.71
H: 0.51 0.53 -3.40
H: 1.85 0.11 -4.49
C: -3.25 -3.49 -1.55
N: -4.55 -4.01 -1.05
O: -4.94 -5.08 -1.46
O: -5.14 -3.32 -0.24
H: -2.84 -4.21 -2.25
H: -3.45 -2.54 -2.02
H: -2.61 -3.36 -0.69

=====

Record 2
# C4H8O

The molecule C4H8O (wB97M-V/def2-TZVPD, OMol25).

Computed properties:
HOMO (eV): -9.586
Largest force on an atom (eV Å⁻¹): 0.3
Relative energy (zero: lowest compared OMol25 entry of this formula, charge and spin) (kJ/mol): 96.3

Positions of all 13 atoms, in Å:
C: 1.44 0.50 -0.28
C: 0.10 -0.19 -0.24
O: 0.09 -1.31 -1.10
C: -1.21 0.54 -0.17
C: -0.72 -0.26 1.01
H: 1.48 1.34 0.42
H: 1.65 0.87 -1.29
H: 2.22 -0.22 -0.01
H: -0.25 -2.07 -0.61
H: -1.26 1.62 -0.10
H: -1.97 0.08 -0.78
H: -0.36 0.29 1.88
H: -1.23 -1.19 1.26

=====

Record 3
# CH4FINP

The molecule CH4FINP in a non-equilibrium geometry (wB97M-V/def2-TZVPD, OMol25).

Computed properties:
HOMO (eV): -8.771
Largest force on an atom (eV Å⁻¹): 2.0
Relative energy (zero: lowest compared OMol25 entry of this formula, charge and spin) (kJ/mol): 0.0

Positions of all 9 atoms, in Å:
C: -0.22 -0.45 1.05
N: -0.03 -0.58 -0.36
F: -0.73 1.74 -0.39
P: -0.35 0.59 -1.49
I: 2.03 1.53 -2.39
H: -0.75 -1.32 1.37
H: 0.73 -0.36 1.62
H: -0.85 0.36 1.39
H: 0.18 -1.51 -0.80

=====

Record 4
# C2H3IN2OS

The molecule C2H3IN2OS in a non-equilibrium geometry (wB97M-V/def2-TZVPD, OMol25).

Computed properties:
HOMO (spin up / spin down) (eV): -8.258 / -8.257
Largest force on an atom (eV Å⁻¹): 3.6
Relative energy (zero: lowest compared OMol25 entry of this formula, charge and spin) (kJ/mol): 343.8

Positions of all 10 atoms, in Å:
C: -1.40 1.26 0.26
C: 0.64 0.31 -0.31
N: -0.02 1.39 0.19
N: -0.79 -1.53 0.28
O: -2.29 2.07 0.18
S: -1.90 -0.42 0.60
I: 2.67 0.13 0.16
H: 0.25 0.12 -1.28
H: 0.32 1.96 0.90
H: -0.27 -1.90 1.05

=====

Record 5
# C5H12NO2

A cluster of 2 separate species, C5H12NO2 in total in a non-equilibrium geometry (wB97M-V/def2-TZVPD, OMol25).

Computed properties:
HOMO (eV): -13.061
Charge: +1
Largest force on an atom (eV Å⁻¹): 4.3
Relative energy (zero: lowest compared OMol25 entry of this formula, charge and spin) (kJ/mol): 376.9

Positions of all 20 atoms, in Å:
O: -0.57 -2.28 -0.26
C: -0.67 -2.69 0.87
C: 0.01 -2.07 2.06
C: 0.48 -0.66 1.91
C: 1.02 -0.28 0.59
C: 0.64 0.88 0.01
N: 1.46 1.29 -1.15
H: -1.07 -3.73 1.16
H: -0.78 -2.02 2.92
H: 0.92 -2.51 2.48
H: -0.37 -0.18 2.33
H: 1.24 -0.70 2.71
H: 1.96 -0.97 0.19
H: -0.33 1.43 0.22
H: 1.02 2.25 -1.44
H: 1.62 0.47 -1.91
H: 2.46 1.61 -0.87
H: -1.41 4.11 -3.43
H: -2.82 3.79 -3.25
O: -2.13 4.32 -2.94

=====

Record 6
# C18H38CrOP2

A structure of composition C18H38CrOP2 in a non-equilibrium geometry (wB97M-V/def2-TZVPD, OMol25).

Computed properties:
2S+1: 5
<S²>: 6.032
HOMO (spin up / spin down) (eV): -4.548 / -4.558
Largest force on an atom (eV Å⁻¹): 3.3
Relative energy (zero: lowest compared OMol25 entry of this formula, charge and spin) (kJ/mol): 0.0

Positions of all 60 atoms, in Å:
P: -0.15 -1.82 -5.19
P: 0.08 2.19 -5.16
C: -0.52 -0.45 -6.37
C: 0.33 0.85 -6.40
H: -1.59 -0.22 -6.29
H: -0.41 -0.90 -7.37
H: 1.41 0.61 -6.44
H: 0.08 1.38 -7.34
C: -1.44 2.99 -5.72
H: -1.83 3.68 -4.97
H: -2.21 2.24 -5.95
H: -1.17 3.53 -6.64
C: 1.45 3.29 -5.54
H: 1.16 3.89 -6.41
H: 2.35 2.70 -5.76
H: 1.67 3.96 -4.70
C: -1.30 -3.15 -5.64
H: -1.34 -3.86 -4.81
H: -0.97 -3.66 -6.55
H: -2.30 -2.73 -5.81
C: 1.53 -2.44 -5.53
H: 2.26 -1.63 -5.68
H: 1.53 -3.07 -6.44
H: 1.87 -3.06 -4.69
Cr: 0.89 -1.18 -0.48
C: 0.15 2.38 -3.34
C: -1.11 1.90 -2.81
C: -1.84 0.75 -3.34
C: -1.57 -0.66 -2.77
C: -0.39 -1.45 -3.43
C: 0.94 -1.01 -2.79
C: 1.56 0.19 -3.40
C: 1.44 1.60 -2.79
C: -0.18 -2.43 0.77
H: 0.28 3.45 -3.12
H: -1.33 2.17 -1.78
H: -1.78 0.71 -4.45
H: -2.91 0.97 -3.13
H: -1.36 -0.60 -1.68
H: -2.48 -1.26 -2.90
H: -0.55 -2.49 -3.09
H: 1.68 -1.84 -2.75
H: 1.10 0.27 -4.40
H: 2.62 0.00 -3.62
H: 1.42 1.56 -1.69
H: 2.34 2.18 -3.08
H: 0.30 -2.35 1.76
H: -0.08 -3.46 0.39
H: -1.24 -2.15 0.85
C: -1.28 0.98 1.47
C: 0.14 1.41 1.14
C: 0.93 1.73 2.41
O: 0.87 0.54 0.33
H: -1.33 -0.05 1.83
H: -1.93 1.08 0.59
H: -1.70 1.63 2.24
H: 0.05 2.36 0.58
H: 1.14 0.81 2.97
H: 1.89 2.20 2.13
H: 0.38 2.43 3.05

=====

Record 7
# C24H31N3O4

The molecule C24H31N3O4 (wB97M-V/def2-TZVPD, OMol25).

Computed properties:
HOMO (eV): -7.398
Largest force on an atom (eV Å⁻¹): 0.6
Relative energy (zero: lowest compared OMol25 entry of this formula, charge and spin) (kJ/mol): 258.0

Positions of all 62 atoms, in Å:
C: -4.66 -2.12 0.25
O: -4.58 -1.20 -0.82
C: -3.69 -0.17 -0.78
C: -3.35 0.37 -2.01
C: -2.45 1.41 -2.14
C: -1.83 1.93 -1.01
C: -2.19 1.42 0.24
C: -3.12 0.40 0.38
O: -3.53 -0.07 1.60
C: -3.10 0.60 2.76
H: -2.01 0.51 2.89
H: -3.60 0.10 3.58
H: -3.39 1.65 2.74
H: -1.74 1.85 1.12
N: -0.90 2.97 -1.12
H: -0.71 3.19 -2.09
C: 0.33 2.87 -0.35
C: 1.04 1.53 -0.63
N: 2.25 1.43 0.14
C: 2.48 0.54 1.13
O: 3.50 0.57 1.81
C: 1.40 -0.47 1.40
C: 0.83 -0.45 2.67
C: -0.19 -1.32 3.00
C: -0.66 -2.21 2.05
C: -0.08 -2.27 0.80
C: 0.97 -1.42 0.45
N: 1.59 -1.43 -0.81
C: 0.92 -2.08 -1.92
H: 1.21 -1.53 -2.83
C: 1.36 -3.56 -2.04
O: 2.02 -3.97 -0.87
C: 3.22 -3.26 -0.65
C: 3.01 -1.73 -0.84
H: 3.39 -1.41 -1.81
H: 3.53 -1.19 -0.06
H: 3.50 -3.49 0.38
H: 4.01 -3.62 -1.33
H: 0.50 -4.22 -2.14
H: 2.01 -3.70 -2.91
H: -0.16 -1.98 -1.79
H: -0.42 -3.01 0.10
H: -1.46 -2.89 2.30
H: -0.62 -1.30 3.99
H: 1.20 0.27 3.39
C: 3.20 2.49 -0.12
H: 3.52 2.43 -1.17
C: 2.56 3.85 0.15
C: 1.28 4.02 -0.67
H: 1.52 4.01 -1.74
H: 0.80 4.97 -0.44
H: 2.33 3.93 1.21
H: 3.27 4.64 -0.10
H: 4.06 2.33 0.53
H: 1.29 1.48 -1.70
H: 0.37 0.72 -0.40
H: 0.07 2.91 0.71
H: -2.22 1.81 -3.11
H: -3.82 -0.05 -2.88
H: -3.66 -2.45 0.56
H: -5.18 -1.70 1.11
H: -5.22 -2.97 -0.14

=====

Record 8
# C30H33CrN7O4S6

A structure of composition C30H33CrN7O4S6 in a non-equilibrium geometry (wB97M-V/def2-TZVPD, OMol25).

Computed properties:
2S+1: 5
<S²>: 6.016
HOMO (spin up / spin down) (eV): -5.568 / -5.612
Largest force on an atom (eV Å⁻¹): 2.0
Relative energy (zero: lowest compared OMol25 entry of this formula, charge and spin) (kJ/mol): 96.8

Positions of all 81 atoms, in Å:
Cr: -0.71 0.00 0.03
C: -1.06 -1.24 2.82
C: -2.15 -0.18 2.97
C: -1.79 1.22 2.53
C: -2.40 2.28 3.18
C: -2.22 3.58 2.72
C: -1.32 3.78 1.68
C: -0.70 2.68 1.13
N: -0.97 1.41 1.48
N: -0.80 -1.66 1.44
C: 0.42 -2.46 1.40
C: 1.65 -1.60 1.52
C: 2.90 -2.17 1.66
C: 4.01 -1.35 1.76
C: 3.81 0.03 1.74
C: 2.52 0.51 1.59
N: 1.45 -0.28 1.46
C: -1.89 -2.47 0.91
C: -1.82 -2.53 -0.59
C: -2.48 -3.51 -1.30
C: -2.52 -3.45 -2.68
C: -1.85 -2.41 -3.30
C: -1.17 -1.49 -2.53
N: -1.17 -1.51 -1.19
H: -1.34 -2.11 3.43
H: -0.12 -0.83 3.22
H: -2.43 -0.14 4.02
H: -3.04 -0.47 2.41
H: -3.06 2.09 4.01
H: -2.76 4.41 3.16
H: -1.13 4.76 1.27
H: 0.03 2.79 0.34
H: 0.46 -2.98 0.43
H: 0.41 -3.22 2.19
H: 3.01 -3.25 1.70
H: 5.00 -1.76 1.86
H: 4.63 0.71 1.83
H: 2.31 1.57 1.59
H: -2.85 -2.00 1.16
H: -1.88 -3.48 1.35
H: -2.99 -4.29 -0.75
H: -3.08 -4.18 -3.25
H: -1.86 -2.29 -4.37
H: -0.63 -0.68 -2.99
S: -5.95 3.73 -3.94
C: -4.85 2.88 -3.07
S: -5.30 1.75 -1.82
C: -3.66 1.30 -1.35
C: -2.65 1.87 -2.05
S: -0.97 1.61 -1.81
S: -3.13 3.00 -3.31
S: -3.47 0.21 -0.05
C: 1.98 3.00 -7.64
C: 1.24 1.88 -6.93
S: 2.41 0.95 -5.88
O: 3.50 0.52 -6.71
O: 1.67 -0.05 -5.15
C: 3.07 2.16 -4.68
C: 3.96 1.42 -3.69
N: 3.17 0.65 -2.76
C: 2.29 1.15 -1.85
N: 1.60 0.18 -1.27
C: 2.03 -0.98 -1.81
C: 3.01 -0.72 -2.74
N: 3.77 -1.66 -3.44
O: 4.77 -1.29 -4.07
O: 3.41 -2.83 -3.33
C: 2.21 2.59 -1.50
H: 1.39 3.37 -8.48
H: 2.92 2.61 -8.02
H: 2.18 3.83 -6.97
H: 0.86 1.14 -7.63
H: 0.44 2.22 -6.28
H: 2.22 2.64 -4.20
H: 3.65 2.87 -5.26
H: 4.59 2.12 -3.14
H: 4.61 0.72 -4.24
H: 1.65 -1.94 -1.52
H: 3.02 3.15 -1.94
H: 2.25 2.69 -0.42
H: 1.26 3.00 -1.84

=====

Record 9
# C4H10O2

A cluster of 2 separate species, C4H10O2 in total in a non-equilibrium geometry (wB97M-V/def2-TZVPD, OMol25).

Computed properties:
HOMO (eV): -9.868
Largest force on an atom (eV Å⁻¹): 3.5
Relative energy (zero: lowest compared OMol25 entry of this formula, charge and spin) (kJ/mol): 57.2

Positions of all 16 atoms, in Å:
O: 0.74 -1.17 -0.09
C: 0.80 0.00 -0.15
C: 2.00 0.66 -0.77
C: -0.98 0.49 1.66
C: -0.35 0.87 0.30
H: 1.79 1.03 -1.79
H: 2.86 -0.03 -0.82
H: 2.27 1.52 -0.13
H: -0.19 0.23 2.38
H: -1.65 -0.38 1.54
H: -1.57 1.33 2.08
H: -1.16 0.81 -0.45
H: 0.09 1.88 0.24
O: -1.69 -2.78 -1.34
H: -0.83 -2.48 -0.98
H: -2.12 -1.97 -1.69

=====

Record 10
# C38H55NO2P2Zr

A structure of composition C38H55NO2P2Zr in a non-equilibrium geometry (wB97M-V/def2-TZVPD, OMol25).

Computed properties:
HOMO (eV): -11.847
Charge: +2
Largest force on an atom (eV Å⁻¹): 3.0

Positions of all 99 atoms, in Å:
Zr: -0.31 -0.07 0.19
C: -0.99 -2.42 0.84
C: 0.30 -2.71 0.34
C: 0.56 -1.19 2.06
C: -0.87 -1.51 1.93
C: 1.25 -1.94 1.07
C: -2.28 -3.00 0.38
H: -2.21 -3.39 -0.64
H: -3.09 -2.26 0.39
H: -2.59 -3.83 1.04
C: -2.06 -0.99 2.64
H: -2.98 -1.24 2.11
H: -2.02 0.10 2.74
H: -2.17 -1.47 3.62
C: 1.31 -0.22 2.89
H: 1.87 -0.71 3.71
H: 0.65 0.54 3.33
H: 2.06 0.30 2.27
C: 2.73 -1.96 0.93
H: 3.17 -2.61 1.70
H: 3.16 -0.96 1.08
H: 3.04 -2.32 -0.04
C: 0.64 -3.76 -0.65
H: 0.87 -4.71 -0.14
H: 1.52 -3.47 -1.24
H: -0.20 -3.94 -1.34
C: -1.89 0.97 -6.90
C: -1.97 -0.37 -6.89
C: -1.15 -1.32 -7.73
C: 0.21 -0.79 -8.23
C: 1.16 -0.31 -7.16
C: 1.23 0.90 -6.59
C: 0.42 2.11 -6.97
C: -0.94 1.83 -7.67
H: -1.75 -1.61 -8.61
H: 0.04 -0.04 -9.01
H: -0.98 -2.25 -7.17
H: -0.75 1.46 -8.68
H: -2.64 1.53 -6.32
H: -2.78 -0.84 -6.32
H: -1.43 2.81 -7.80
H: 0.23 2.72 -6.07
H: 2.03 1.09 -5.87
H: 1.02 2.74 -7.64
H: 0.71 -1.63 -8.73
H: 1.90 -1.07 -6.85
P: -1.48 -0.17 -2.23
C: -3.04 0.78 -2.31
C: -1.63 -1.53 -3.42
P: 1.42 0.43 -1.85
C: -0.06 0.84 -3.01
C: 2.35 -0.71 -2.92
C: 2.47 1.91 -1.67
H: -3.03 1.55 -1.53
H: -3.85 0.07 -2.09
H: -3.21 1.24 -3.29
H: -1.74 -1.19 -4.46
H: -2.52 -2.11 -3.15
H: -0.75 -2.19 -3.35
H: 2.70 2.40 -2.62
H: 3.40 1.58 -1.20
H: 1.98 2.62 -0.99
H: -0.29 1.93 -2.98
H: 0.15 0.50 -4.05
H: 3.32 -0.89 -2.46
H: 2.51 -0.30 -3.93
H: 1.82 -1.66 -3.02
C: 3.64 -0.04 6.83
C: 2.29 -0.57 6.39
C: 2.13 -1.95 6.30
C: 0.89 -2.49 5.94
C: -0.18 -1.66 5.64
C: 0.00 -0.25 5.61
N: -0.99 0.48 4.93
C: -1.29 1.88 4.85
C: -1.82 2.43 6.04
C: -2.36 3.73 6.07
C: -2.35 4.50 4.90
C: -1.81 3.96 3.73
C: -1.29 2.66 3.63
C: -0.77 2.54 2.17
O: -0.49 3.61 1.67
O: -0.70 1.41 1.49
C: 1.22 0.30 6.08
C: 1.38 1.78 6.25
H: 4.08 0.63 6.07
H: 3.56 0.50 7.78
H: 4.35 -0.87 6.97
H: 2.96 -2.61 6.54
H: 0.78 -3.58 5.88
H: -1.14 -2.12 5.39
H: -1.83 -0.10 4.79
H: -1.81 1.83 6.96
H: -2.79 4.08 6.99
H: -2.77 5.51 4.88
H: -1.75 4.55 2.82
H: 1.26 2.32 5.29
H: 0.65 2.17 6.97
H: 2.38 2.03 6.63

=====

Record 11
# C18H16Br2ClN6O4STi

A structure of composition C18H16Br2ClN6O4STi in a non-equilibrium geometry (wB97M-V/def2-TZVPD, OMol25).

Computed properties:
2S+1: 3
<S²>: 2.021
HOMO (spin up / spin down) (eV): -9.307 / -12.105
Charge: +1
Largest force on an atom (eV Å⁻¹): 1.8
Relative energy (zero: lowest compared OMol25 entry of this formula, charge and spin) (kJ/mol): 93.6

Positions of all 49 atoms, in Å:
Ti: 0.50 -0.40 0.69
O: 2.05 -1.03 3.70
Cl: 2.17 -1.66 2.43
O: 3.04 -2.77 2.41
O: 0.77 -2.07 1.92
O: 2.54 -0.66 1.36
Br: 4.38 4.59 -0.95
C: 3.05 3.32 -0.63
C: 2.56 2.55 -1.69
C: 1.62 1.60 -1.42
N: 1.12 1.37 -0.17
C: 1.56 2.18 0.83
C: 2.55 3.14 0.63
C: 0.90 1.98 2.13
C: 1.07 2.83 3.22
C: 0.32 2.61 4.35
Br: 0.53 3.72 5.84
C: -0.59 1.56 4.39
C: -0.69 0.75 3.29
N: 0.04 0.94 2.17
H: 2.92 2.68 -2.70
H: 1.24 0.96 -2.20
H: 2.91 3.74 1.45
H: 1.77 3.66 3.17
H: -1.20 1.37 5.27
H: -1.36 -0.10 3.29
N: -3.63 -5.05 -0.49
C: -3.38 -3.93 -0.41
C: -3.07 -2.52 -0.32
C: -4.02 -1.55 -0.62
C: -3.66 -0.22 -0.51
C: -2.37 0.09 -0.12
N: -1.45 -0.84 0.15
C: -1.80 -2.14 0.07
H: -5.01 -1.84 -0.92
H: -4.36 0.57 -0.72
H: -2.05 1.12 -0.02
H: -1.04 -2.87 0.32
C: -1.12 -1.07 -4.24
N: -0.42 -1.15 -2.96
C: 0.72 -1.81 -2.75
N: 1.28 -2.42 -3.80
S: 1.48 -1.92 -1.23
H: -2.03 -0.49 -4.09
H: -1.42 -2.07 -4.58
H: -0.52 -0.59 -5.00
H: -0.84 -0.73 -2.15
H: 0.82 -2.49 -4.69
H: 2.12 -2.95 -3.65

=====

- Which of these has the highest largest force on an atom?
  C5H12NO2